Here is C43H56As2ClMoN2O8P2 as an isolated structure from OMol25. Energies are from the ωB97M-V functional and the def2-TZVPD basis.

total charge: +1
frontier orbital gap (spin up / spin down): 8.17 / 7.83 eV
E: -219487.748 eV
spin multiplicity: 3
expectation value of S²: 2.014
HOMO energy (spin up / spin down): -11.08 / -11.22 eV
maximum force: 0.68 eV Å⁻¹

Atoms and positions in Å:
H -0.4568 -1.0827 -4.8760
C 0.7552 -3.6381 -2.0574
C -1.9798 -2.4372 -2.1929
H 3.2626 0.0697 -6.7343
C -1.6111 -1.3387 4.0746
H -4.1665 -5.0126 -2.4993
H 3.8426 -2.2117 -2.4020
H 0.6952 1.7563 -5.6388
N 0.1821 3.0196 -4.0625
H -3.9858 -2.9636 1.5358
H -5.3260 -3.4862 3.5582
H -4.7918 -1.1443 -0.7942
H -2.9752 2.3205 -0.1697
O -0.0412 2.5164 3.2402
H -2.0939 0.5026 -3.7979
H -2.0750 -3.6696 0.1863
P -2.0883 -1.9181 2.4081
H 0.2014 -0.8143 5.1130
H 3.6415 5.1215 -3.1983
O 1.8797 -2.2114 1.8034
H -4.5391 -0.3388 2.9950
C -2.6357 1.0097 -3.0034
H 1.8317 -3.4846 -2.0633
H -0.1959 -3.8102 4.0946
H -5.8134 -1.4243 2.4588
H -1.0618 -5.0363 0.6673
C 3.3955 3.0724 -2.6354
C 0.1341 2.6725 -5.4786
H -1.8443 -4.4170 -3.0264
C -3.3230 1.2877 -0.1440
H -0.1968 -3.0486 1.7831
O -1.7735 -0.9813 1.2665
H 0.5803 3.4780 -6.0580
O 1.1478 1.0525 0.4479
C 3.9032 2.5438 -0.3448
H 0.0308 -0.0206 3.5510
Cl -1.1285 2.4446 2.2639
H 4.3703 5.8401 -0.9477
As -2.1393 0.2644 -1.2674
C -2.8166 -1.5210 -1.5599
O -0.0830 3.8020 -0.1225
C 0.0321 3.6010 -1.3140
Mo 0.5599 0.3569 -0.9301
C 2.1349 -1.6543 0.7614
H -4.7050 -0.7158 1.2891
H 4.1765 -2.5416 2.0582
C -1.1387 -3.4658 2.1521
C 5.8836 -1.7557 1.0154
H -3.4942 -0.5408 4.8574
H 3.9597 1.8350 0.4706
H -2.5115 0.6545 4.0143
H -0.0390 5.0598 -4.4230
C -0.1296 -0.9581 4.0828
C -3.7911 -4.0321 -2.2378
C 5.3774 -0.3376 -0.8441
C 3.5014 2.1281 -1.6162
H 0.5071 -1.7080 3.6174
C 3.1388 0.2571 -4.6087
C 0.0266 4.3246 -3.6324
H -2.4305 2.0801 -3.0291
C 6.3123 -0.9588 -0.0380
C -2.4718 -0.2214 4.6602
C -0.0558 -2.0164 -4.4903
H 6.6034 -2.2442 1.6585
H -3.7044 -4.1478 3.6952
N 0.1962 2.3144 -1.8217
C -0.0300 4.6473 -2.3356
C 3.7681 -1.7673 -5.7485
C 3.9195 -2.4029 -4.5256
H -0.1410 5.6712 -2.0149
C -4.6174 -3.1154 -1.6011
H -3.2906 0.9028 0.8687
C 3.7180 4.3996 -2.3958
H -5.6416 -3.3763 -1.3684
C 4.0077 -0.5061 -0.6225
C 3.3072 -0.3650 -3.3734
H 4.2262 -3.4397 -4.4823
C 3.5754 -1.3171 0.4298
O 1.2405 -1.4242 -0.1710
C -4.7741 -1.1340 2.2901
C 4.5307 -1.9274 1.2426
P 2.9383 0.4093 -1.7681
H 5.7139 0.2974 -1.6558
H -0.2675 -5.2150 3.0424
C -4.1337 -1.8584 -1.2728
H -4.3339 1.2442 -0.5488
H -0.6295 -2.8621 -4.8666
As -0.1189 -1.9707 -2.5442
H -3.7060 0.8506 -3.1327
C 3.3804 -0.4355 -5.7845
C -4.2708 -3.2199 3.6411
H 7.3679 -0.8164 -0.2262
H -4.1427 -2.6887 4.5854
H 3.9552 -2.3037 -6.6691
C -1.7733 -4.2912 1.0312
C 0.2676 2.0369 -3.1242
C -0.8198 -4.3317 3.3700
O -2.4678 2.7629 2.7827
C 4.1266 4.8027 -1.1339
H -2.6527 -4.8354 1.3855
H -1.7127 -4.6868 3.8849
C -3.8678 -2.3602 2.4428
H 0.4979 -4.4344 -2.7543
H 3.0584 2.7972 -3.6228
H -1.7498 -2.2300 4.6976
C 3.6952 -1.7066 -3.3475
H 2.8140 1.2821 -4.6756
H 0.4363 -3.8988 -1.0505
C 4.2128 3.8728 -0.1087
H 4.5149 4.1801 0.8833
H 0.9854 -2.1097 -4.7999
H -2.0406 0.0985 5.6107
H -0.8942 2.5195 -5.8084
C -2.4815 -3.6904 -2.5361
O 0.4122 0.8247 -3.4188